Record 1
# C12H13NO2

A single C12H13NO2 molecule at a distorted geometry (ωB97M-V/def2-TZVPD, OMol25).

The calculation puts the LUMO energy (alpha / beta) at 0.52 / 0.52 eV. The energy is -18233.0330 eV. The gap between HOMO and LUMO (alpha / beta) is 7.90 / 7.90 eV. The calculation puts the energy above the lowest of the compared OMol25 structures with the same formula, charge and spin at 797.86 kJ/mol.

```
! RIJCOSX wB97M-V def2-TZVPD def2/J DEFGRID3
* xyz 0 1
H 5.02 -1.33 -1.19
H -5.07 0.94 0.29
C -0.42 1.37 -0.40
H -0.39 -2.62 -0.26
H 3.78 -2.00 -0.15
H 2.01 2.23 0.07
C 1.17 3.02 0.02
H 1.26 3.74 0.86
H -2.88 2.32 -0.12
N 1.77 -0.64 0.59
C 0.63 -1.15 0.88
C -2.75 -1.57 -0.13
C -1.59 -0.80 -0.18
H 5.29 -1.31 0.55
C -2.89 1.22 -0.01
C -1.60 0.63 -0.07
H -2.71 -2.69 -0.23
C 4.48 -1.22 -0.27
C -4.07 0.45 0.05
H 0.02 -1.26 -1.30
C -0.30 -1.55 -0.27
C -3.92 -0.89 0.02
H 0.46 -1.38 1.92
H -4.82 -1.55 0.03
O 0.01 2.30 0.38
H 1.09 3.50 -0.91
O 3.84 0.08 -0.33
C 2.58 0.16 0.15
*
```


Record 2
# CH6P2

2 unconnected molecules or ions with the total composition CH6P2 at a distorted geometry (ωB97M-V/def2-TZVPD, OMol25).

The calculation puts the LUMO energy at 0.63 eV. The energy is -19709.0828 eV. The gap between HOMO and LUMO is 9.11 eV. The calculation puts the energy above the lowest of the compared OMol25 structures with the same formula, charge and spin at 167.77 kJ/mol.

```
! RIJCOSX wB97M-V def2-TZVPD def2/J DEFGRID3
* xyz 0 1
P 0.05 -1.04 -0.19
H -2.30 -0.12 0.22
H -1.02 0.93 0.73
C -1.30 0.17 0.10
P 1.60 0.41 0.07
H 1.03 1.29 -1.03
H 0.46 -1.79 1.54
H 2.77 -0.35 -0.53
H -1.30 0.50 -0.91
*
```


The highest energy above the lowest of the compared OMol25 structures with the same formula, charge and spin belongs to which entry? C12H13NO2


Look up the energy of the second one. -19709.0828 eV


Which value of energy does entry 1 give? -18233.0330 eV